<A>
Formula: CH7N2O2P
Source: the OMol25 dataset
Level of theory: ωB97M-V with the def2-TZVPD basis set

Each line ends with the Mulliken charge.
CARTESIAN COORDINATES (ANGSTROEM)
P1 -1.07 0.09 -0.02  0.80
O1 -2.93 -0.56 -0.38  -0.69
O2 -0.98 0.06 1.58  -0.51
N1 1.49 -0.98 0.46  -0.64
N2 -0.73 1.67 -0.57  -0.59
C1 0.30 -0.96 -0.49  -0.48
H1 1.81 -0.03 0.45  0.26
H2 1.05 -1.04 1.40  0.30
H3 0.01 1.59 -1.24  0.28
H4 0.78 -0.62 -1.46  0.38
H5 -0.10 -1.99 -0.42  0.29
H6 -1.47 2.07 -1.05  0.28
H7 -1.81 -0.25 1.90  0.33

Results
- Orbital gap: 9.5 eV
- SMILES: NC[P@@](N)(=O)O
- Molar mass: 110.05 g mol⁻¹


<B>
Formula: CH7N2O2P
Source: the OMol25 dataset
Level of theory: ωB97M-V with the def2-TZVPD basis set

Each line ends with the Mulliken charge.
CARTESIAN COORDINATES (ANGSTROEM)
P1 0.10 0.12 -0.06  0.70
O1 -1.48 0.04 -0.43  -0.54
O2 0.60 1.26 -1.06  -0.56
N1 0.21 1.07 1.43  -0.38
N2 0.16 0.78 2.66  -0.30
C1 0.24 -1.53 -1.52  -0.91
H1 0.43 -0.98 -2.37  0.29
H2 0.98 0.53 3.11  0.20
H3 -0.84 -1.79 -1.35  0.27
H4 0.96 2.06 -0.65  0.35
H5 -1.53 0.53 -1.36  0.35
H6 0.87 -2.45 -1.36  0.30
H7 -0.72 0.37 2.98  0.22

Results
- Orbital gap (alpha / beta): 7.6 / 7.6 eV
- SMILES: CP(O)(O)=NN
- Molar mass: 110.05 g mol⁻¹


<C>
Formula: CH7N2O2P
Source: the OMol25 dataset
Level of theory: ωB97M-V with the def2-TZVPD basis set

Each line ends with the Mulliken charge.
CARTESIAN COORDINATES (ANGSTROEM)
P1 0.78 0.06 -0.20  0.26
O1 1.18 1.50 2.32  -0.32
O2 2.22 0.75 0.60  -0.27
N1 -1.93 0.02 -0.44  -0.60
N2 2.11 0.86 1.97  0.21
C1 -0.77 -0.71 -1.00  -0.55
H1 -0.76 -0.63 -2.09  0.31
H2 0.66 -0.87 0.87  0.05
H3 -1.69 0.38 0.48  0.22
H4 -2.68 -0.62 -0.27  0.24
H5 1.60 -0.30 -1.29  0.04
H6 0.15 1.32 -0.25  0.08
H7 -0.87 -1.76 -0.71  0.34

Results
- Orbital gap: 9.6 eV
- SMILES: NC[PH3]ON=O
- Molar mass: 110.05 g mol⁻¹


Preferred: <A>; penalty for the next structure: 1.235 eV.